# 1
Formula: C2H4O4S
Source: the Open Molecules 2025 dataset
Level of theory: the ωB97M-V functional and the def2-TZVPD basis

Element x y z (Å)
C  -0.014  -0.430  -0.830
C  0.242  -0.618  0.711
O  -1.323  1.625  0.231
O  1.205  1.894  0.261
O  -1.590  -0.913  -1.384
O  1.579  -0.731  0.980
S  -0.008  1.084  0.122
H  0.734  -0.779  -1.493
H  -0.437  -1.061  1.393
H  -2.254  -0.344  -1.006
H  1.866  0.273  1.017

Forces on atoms 1 to 2 (eV/Å):
C -5.0 -0.5 -0.1
C 0.5 2.2 -1.1

Properties
total charge: 0
SMILES string: O=S1(=O)[C@H](O)[C@H]1O
Kohn-Sham gap: 0.395 hartree
highest occupied orbital energy: -10.584 eV
electronic energy: -777.5971 hartree

# 2
Formula: C8H16FNO6PS
Source: the Open Molecules 2025 dataset
Level of theory: the ωB97M-V functional and the def2-TZVPD basis

Element x y z (Å)
C  2.410  2.470  0.095
P  1.240  1.162  0.854
O  -0.341  1.964  0.961
C  1.087  -0.405  -0.265
N  0.600  -0.146  -1.654
C  -0.826  -0.471  -1.972
C  -1.696  -1.270  -0.862
O  -1.899  -2.664  -1.384
C  -3.266  -0.700  -0.719
C  -3.359  0.918  -0.500
F  -4.257  1.447  -1.590
O  -1.186  -1.321  0.501
C  0.257  -1.510  0.609
S  0.860  -3.281  0.324
H  3.509  2.105  -0.097
H  1.871  2.919  -0.840
H  2.477  3.355  0.890
H  -0.819  1.654  1.788
H  2.201  -0.825  -0.358
H  1.231  -0.671  -2.332
H  0.767  0.880  -1.885
H  -1.327  0.543  -2.354
H  -0.802  -1.156  -2.951
H  -1.059  -2.998  -1.815
H  -3.656  -1.192  0.297
H  -3.975  -1.131  -1.558
H  -2.327  1.491  -0.662
H  -3.841  1.266  0.508
H  0.532  -1.287  1.750
H  -0.177  -4.210  0.508
C  3.981  0.786  3.706
O  4.891  1.255  4.373
O  3.972  0.702  2.473
O  2.929  0.324  4.162

Forces on atoms 1 to 2 (eV/Å):
C -0.6 1.3 -0.7
P 0.2 0.0 3.1

Properties
total charge: -1
Kohn-Sham gap: 0.082 hartree
highest occupied orbital energy: -1.078 eV
electronic energy: -1659.7346 hartree

# 3
Formula: CH3O3Si
Source: the Open Molecules 2025 dataset
Level of theory: the ωB97M-V functional and the def2-TZVPD basis

Element x y z (Å)
C  2.089  -0.149  -0.090
O  2.237  -1.410  -0.072
O  2.991  0.760  -0.026
O  -0.428  -1.282  -0.307
Si  0.275  0.406  0.046
H  0.376  -1.703  -0.391
H  -0.385  1.340  -0.832
H  -0.036  0.910  1.308

Forces on atoms 1 to 2 (eV/Å):
C -0.6 0.2 -0.2
O -0.2 -1.5 -0.1

Properties
total charge: -1
Kohn-Sham gap (alpha / beta): 0.149 / 0.262 hartree
2S+1: 3
highest occupied orbital energy (alpha / beta): 0.159 / -4.519 eV
electronic energy: -555.0431 hartree